Model P:
2 unconnected molecules or ions with the total composition H3INP, computed with wB97M-V/def2-TZVPD.

XYZ file:
```
6
Properties=species:S:1:pos:R:3:lowdin_charge:R:1
N -2.717 0.305 0.590 -0.44
P -2.225 1.651 -0.038 0.64
I 3.486 0.297 0.040 0.33
H -2.292 -0.580 0.285 -0.04
H 3.947 -1.230 0.327 -0.34
H -1.173 1.250 -1.087 -0.15
```

Computed properties:
Total charge: 0
E_LUMO (eV): -0.3963
SMILES: [H]/N=P\[H].I

Model Q:
H3INP in the gas phase, computed with wB97M-V/def2-TZVPD.

XYZ file:
```
6
Properties=species:S:1:pos:R:3:lowdin_charge:R:1
N 0.516 0.281 0.166 -1.06
P -0.755 -0.904 0.069 0.65
I 2.485 -0.030 0.142 0.63
H 0.429 1.154 -0.665 0.07
H -1.322 -0.321 1.191 -0.13
H -1.353 -0.181 -0.903 -0.15
```

Computed properties:
Total charge: 0
E_LUMO (eV): -0.1357
SMILES: PNI

Referenced to the most stable arrangement, the calculated values in kJ/mol are model P 0.0; model Q 60.3.

Model P:
C2H3F2I in the gas phase, computed with wB97M-V/def2-TZVPD.

XYZ file:
```
8
Properties=species:S:1:pos:R:3:lowdin_charge:R:1
C -0.135 0.904 0.084 -0.48
C 0.762 1.022 -3.641 -0.42
F -0.079 0.990 -4.673 -0.06
F 1.116 2.297 -3.458 -0.06
I -1.040 0.771 -1.847 1.04
H -0.538 -0.005 0.700 0.06
H 0.927 0.925 -0.066 0.00
H -0.368 1.765 0.476 -0.08
```

Computed properties:
Total charge: 0
E_LUMO (eV): 0.2063

Model Q:
C2H3F2I in the gas phase, computed with wB97M-V/def2-TZVPD.

XYZ file:
```
8
Properties=species:S:1:pos:R:3:lowdin_charge:R:1
C -0.394 -0.881 -0.263 0.01
C 0.199 0.736 0.339 -0.99
F -0.300 0.888 1.570 -0.01
F -0.319 1.595 -0.558 -0.03
I 2.279 0.985 0.358 0.90
H -0.310 -0.466 -1.251 0.03
H 0.230 -1.766 -0.179 0.05
H -1.386 -1.090 -0.016 0.03
```

Computed properties:
Total charge: 0
E_LUMO (eV): 0.3791
SMILES: CC(F)(F)I

Referenced to the most stable arrangement, the calculated values in kJ/mol are model P 202.4; model Q 0.0.

Model P:
A molecular structure, C27H29FN2O3SbSe5W, computed with wB97M-V/def2-TZVPD.

XYZ file:
```
69
Properties=species:S:1:pos:R:3:lowdin_charge:R:1
W -0.203 -0.205 0.778 0.96
C -0.207 3.177 4.043 -0.06
C 0.986 2.443 3.477 -0.20
C 1.466 2.797 2.212 -0.20
C 0.965 4.049 1.532 -0.04
C 2.452 2.014 1.591 -0.22
C 2.892 2.364 0.189 -0.08
C 3.070 0.984 2.311 -0.22
C 4.147 0.147 1.671 -0.06
C 2.659 0.699 3.617 -0.23
C 3.345 -0.424 4.352 -0.07
C 1.599 1.409 4.194 -0.19
C 1.073 1.029 5.555 -0.05
H 0.085 4.018 4.679 0.09
H -0.834 2.511 4.632 0.07
H -0.841 3.563 3.246 0.06
H 0.158 3.836 0.826 0.08
H 1.768 4.535 0.978 0.07
H 0.595 4.769 2.259 0.07
H 3.199 1.478 -0.364 0.02
H 3.734 3.065 0.195 0.09
H 2.079 2.821 -0.371 0.07
H 3.710 -0.744 1.205 0.06
H 4.880 -0.194 2.401 0.07
H 4.686 0.694 0.900 0.07
H 2.926 -0.607 5.336 0.06
H 4.415 -0.232 4.474 0.08
H 3.255 -1.358 3.789 0.05
H 0.446 0.135 5.499 0.02
H 0.483 1.825 6.000 0.06
H 1.875 0.807 6.257 0.07
Se -0.856 -5.247 3.547 -0.21
Sb 0.425 -3.524 4.580 0.04
Se 1.413 -0.798 -0.848 0.26
Se 0.601 -1.824 2.358 0.04
Se -0.296 -2.477 6.602 -0.16
C -3.547 -0.446 -5.556 -0.02
C -2.039 -0.402 -5.343 -0.31
C -1.285 -1.457 -6.144 -0.13
C -1.679 -2.858 -5.692 -0.13
C -1.659 -2.983 -4.189 -0.13
C -1.599 -4.219 -3.586 0.06
C -1.555 -4.330 -2.199 -0.25
F -1.485 -5.564 -1.673 0.08
C -1.564 -3.238 -1.381 0.09
C -1.630 -1.970 -1.974 -0.08
C -1.626 -0.789 -1.121 -0.40
O -1.918 -0.963 0.133 -0.19
C -1.520 0.466 -1.769 -0.10
C -1.595 0.506 -3.131 0.05
N -1.723 -0.571 -3.920 0.02
C -1.679 -1.841 -3.366 -0.07
C -1.124 1.770 -1.130 -0.60
O -1.381 2.815 -1.696 0.07
O -0.456 1.681 -0.016 -0.24
H -3.780 -0.331 -6.616 0.09
H -4.035 0.357 -5.004 0.09
H -3.969 -1.390 -5.210 0.09
H -1.670 0.588 -5.616 0.15
H -0.213 -1.307 -6.002 0.13
H -1.499 -1.322 -7.205 0.12
H -0.996 -3.594 -6.118 0.12
H -2.675 -3.111 -6.069 0.12
H -1.564 -5.119 -4.186 0.13
H -1.499 -3.337 -0.304 0.14
H -1.516 1.465 -3.628 0.15
Se -3.805 2.092 1.461 0.56
C -2.415 1.225 2.091 -0.96
N -1.451 0.644 2.457 -0.09
```

Computed properties:
Expectation value of S²: 2.08
2S+1: 3
Total charge: -1
E_LUMO (alpha / beta) (eV): 0.5029 / 0.4424

Model Q:
A molecular structure, C27H29FN2O3SbSe5W, computed with wB97M-V/def2-TZVPD.

XYZ file:
```
69
Properties=species:S:1:pos:R:3:lowdin_charge:R:1
W 0.325 0.083 -0.172 1.05
C -1.414 2.541 2.931 -0.04
C -1.210 1.070 2.679 -0.21
C 0.071 0.507 2.778 -0.27
C 1.187 1.233 3.483 -0.07
C 0.279 -0.842 2.411 -0.30
C 1.574 -1.504 2.820 -0.11
C -0.799 -1.608 1.928 -0.23
C -0.612 -3.080 1.666 -0.03
C -2.075 -1.024 1.823 -0.20
C -3.191 -1.786 1.154 -0.03
C -2.293 0.274 2.287 -0.21
C -3.691 0.832 2.316 -0.04
H -1.605 2.765 3.985 0.09
H -2.253 2.917 2.349 0.08
H -0.535 3.103 2.621 0.06
H 1.441 0.690 4.398 0.09
H 0.902 2.242 3.767 0.07
H 2.095 1.299 2.882 0.02
H 1.498 -1.808 3.871 0.10
H 2.427 -0.838 2.716 0.05
H 1.794 -2.382 2.222 0.04
H 0.015 -3.525 2.438 0.08
H -0.146 -3.264 0.696 0.08
H -1.565 -3.602 1.673 0.08
H -3.782 -2.372 1.866 0.09
H -2.786 -2.465 0.407 0.07
H -3.867 -1.102 0.640 0.07
H -4.423 0.043 2.480 0.08
H -3.948 1.326 1.375 0.06
H -3.805 1.560 3.117 0.08
Se 5.122 1.308 1.630 -0.21
Sb 3.725 1.096 -0.305 -0.24
Se 2.540 -1.157 -0.324 0.12
Se 1.448 2.237 0.219 0.16
Se 4.371 1.764 -2.518 -0.17
C -1.846 -3.169 -6.730 -0.05
C -0.757 -2.122 -6.900 -0.30
C -1.133 -1.111 -7.971 -0.15
C 0.014 -0.145 -8.205 -0.13
C 0.431 0.490 -6.907 -0.14
C 1.058 1.712 -6.889 0.05
C 1.429 2.307 -5.685 -0.25
F 2.046 3.497 -5.742 0.08
C 1.172 1.723 -4.481 0.07
C 0.520 0.481 -4.481 -0.02
C 0.214 -0.144 -3.205 -0.24
O 0.521 0.494 -2.161 -0.26
C -0.402 -1.410 -3.242 -0.01
C -0.699 -1.970 -4.453 0.05
N -0.463 -1.399 -5.638 0.04
C 0.163 -0.149 -5.678 -0.06
C -0.788 -2.190 -2.016 -0.56
O -1.244 -3.313 -2.120 0.07
O -0.622 -1.554 -0.905 -0.23
H -2.095 -3.560 -7.716 0.08
H -2.748 -2.730 -6.298 0.10
H -1.540 -4.013 -6.115 0.08
H 0.172 -2.618 -7.205 0.16
H -2.030 -0.571 -7.653 0.14
H -1.377 -1.652 -8.886 0.12
H -0.267 0.633 -8.917 0.12
H 0.858 -0.686 -8.643 0.13
H 1.267 2.230 -7.817 0.13
H 1.485 2.179 -3.551 0.10
H -1.163 -2.944 -4.439 0.13
Se -4.165 1.565 -1.785 0.45
C -2.603 1.224 -0.968 -0.90
N -1.589 1.001 -0.438 -0.07
```

Computed properties:
Expectation value of S²: 2.04
2S+1: 3
Total charge: -1
E_LUMO (alpha / beta) (eV): 1.4446 / 1.3232

Referenced to the most stable arrangement, the calculated values in kJ/mol are model P 308.9; model Q 0.0.

Model P:
4 unconnected molecules or ions with the total composition C2H12N2O3, computed with wB97M-V/def2-TZVPD.

XYZ file:
```
19
Properties=species:S:1:pos:R:3:lowdin_charge:R:1
C 1.280 1.562 -0.679 -0.16
N 2.323 -1.248 -0.485 0.10
C 2.622 -0.125 0.253 -0.34
N 2.511 1.091 -0.072 -0.04
H 0.945 2.522 -0.289 0.06
H 1.444 1.804 -1.743 0.07
H 0.474 0.826 -0.664 0.05
H 1.467 -1.305 -1.019 0.04
H 2.601 -2.125 -0.077 0.08
H 3.051 -0.433 1.215 0.11
H -2.898 1.470 1.020 0.01
H -3.731 2.696 1.166 0.04
O -3.657 1.909 0.614 -0.07
H -0.118 -1.669 -2.627 0.05
H -1.317 -1.490 -1.696 0.04
O -0.501 -1.990 -1.800 -0.06
H -2.177 -1.659 2.461 0.04
H -3.049 -1.127 1.313 0.03
O -2.632 -0.872 2.142 -0.06
```

Computed properties:
Total charge: 0
E_LUMO (eV): 0.1801
SMILES: C/N=C\N.O.O.O

Model Q:
4 unconnected molecules or ions with the total composition C2H12N2O3, computed with wB97M-V/def2-TZVPD.

XYZ file:
```
19
Properties=species:S:1:pos:R:3:lowdin_charge:R:1
C 0.100 -1.017 -1.632 -0.07
N -0.036 0.255 -0.887 -0.07
C -1.045 1.084 -1.149 -0.33
N -1.438 1.937 -0.236 0.03
H -0.290 -1.738 -0.936 0.05
H -0.400 -1.048 -2.619 0.09
H 1.195 -1.173 -1.688 0.09
H 0.472 0.363 0.039 0.17
H -1.543 0.937 -2.123 0.13
H -2.338 2.353 -0.327 0.02
H 3.773 -0.617 1.840 0.04
H 3.954 -1.952 0.908 0.03
O 3.758 -1.017 0.966 -0.06
H -2.182 -2.706 0.308 0.03
H -2.215 -2.288 1.825 0.05
O -1.707 -2.766 1.144 -0.07
H -0.340 2.902 2.220 0.01
H 0.031 3.116 0.716 -0.01
O 0.251 3.373 1.632 -0.11
```

Computed properties:
Total charge: 0
E_LUMO (eV): 0.6222
SMILES: [H]/N=C/NC.O.O.O

Referenced to the most stable arrangement, the calculated values in kJ/mol are model P 34.6; model Q 0.0.